1.
Below is C25H19N4O11Ti as an isolated structure at a distorted geometry, with properties calculated with ωB97M-V/def2-TZVPD.

Structure (XYZ):
```
60
Properties=species:S:1:pos:R:3:forces:R:3
Ti 0.38783 -0.05826 0.24467 0.182 -0.651 1.995
O -6.21253 -2.29337 0.66229 -0.134 -0.268 -0.110
O -0.38615 1.40070 -0.64978 -0.644 1.109 -0.809
O -0.27104 -1.16592 -1.01845 -1.535 -2.551 -2.654
O -5.07929 -6.25175 -1.77508 -0.198 0.132 0.122
O -4.69294 -0.87103 1.16388 0.262 0.127 0.002
O 2.18930 0.06505 -1.21947 -0.072 -0.036 -0.014
O 1.08812 3.07571 1.27532 0.244 -0.065 -0.059
O 1.61306 0.89431 1.28857 1.261 1.295 0.945
O -0.68108 3.16193 -2.00261 -0.027 -0.210 0.149
O -3.08947 -6.52764 -2.51295 0.220 0.064 -0.042
O 0.42973 -3.22067 -1.47265 -0.273 -0.315 -0.115
N -0.93229 0.09777 1.69568 0.030 -0.297 -0.111
N 0.96538 -1.64185 1.35404 -0.391 -0.243 0.277
N -5.06712 -1.88333 0.61814 -0.635 0.563 0.433
N -3.92954 -5.88446 -1.91733 -0.183 -0.763 -0.313
C 1.63305 -3.60393 3.24262 -0.342 0.212 0.300
C -2.22771 -4.16932 -1.49116 -0.279 -0.357 -0.122
C -1.87048 -2.93283 -0.98235 -0.090 0.193 0.191
C -0.61167 -0.65523 2.81724 0.670 -0.705 -0.002
C 1.52197 2.24685 -1.77440 -0.345 -0.152 0.207
C -4.09892 -2.65052 -0.13116 1.162 -0.506 -0.629
C 0.70846 -2.65179 3.55195 0.403 -0.420 0.096
C 2.44815 2.23217 -0.51452 -0.237 -0.375 0.143
C 1.87726 -2.60818 1.07422 0.306 -0.596 0.123
C -1.84955 1.09443 1.81467 -0.747 0.451 0.469
C -2.80301 -2.16035 -0.29883 -0.426 -0.089 0.043
C 1.62672 2.10150 0.79228 0.686 1.007 0.211
C 2.23938 -3.58220 1.95690 0.030 0.213 -0.382
C 3.13843 0.91037 -3.15085 -0.043 -0.050 0.093
C -4.47983 -3.86499 -0.66802 -0.391 -0.151 0.067
C 1.82178 0.84764 -2.37548 0.176 0.325 -0.399
C 0.36033 -1.65646 2.60561 -0.460 0.764 0.335
C -3.53809 -4.61390 -1.34719 0.547 0.995 0.361
C 0.01697 2.33052 -1.46076 0.411 0.602 -0.446
C -2.12804 0.66218 4.15034 0.251 -0.431 0.304
C -1.23227 -0.36180 4.05626 -0.484 0.382 0.218
C 4.14623 1.09354 -1.99122 -0.111 -0.098 0.101
C 3.23975 0.94038 -0.75658 0.307 0.408 -0.112
C -0.45422 -2.44909 -1.16712 0.563 0.398 -0.329
C -2.44950 1.41751 2.99225 0.068 -0.108 -0.537
H -2.07411 1.63743 0.90820 0.085 0.029 -0.018
H -2.53656 -1.19423 0.10094 0.086 0.063 0.080
H 3.31095 -0.02329 -3.68570 -0.011 0.000 0.018
H -5.49087 -4.22536 -0.55772 0.003 0.015 0.027
H 0.21934 -2.65973 4.51670 0.008 0.019 -0.003
H 1.89483 -4.37113 3.96032 -0.011 0.001 0.007
H -0.97626 -0.93769 4.93514 0.044 -0.003 -0.022
H 4.61712 2.07599 -1.99587 0.053 -0.008 -0.007
H -2.58624 0.90082 5.10203 0.009 -0.017 0.006
H -1.50365 -4.78528 -2.00410 0.078 0.079 0.013
H 3.71408 0.51803 0.12211 -0.085 -0.034 0.026
H 2.96715 -4.32930 1.67218 0.020 0.040 -0.045
H 4.92706 0.33455 -2.00323 -0.003 0.004 -0.028
H 3.06405 3.12569 -0.44125 -0.005 0.029 -0.046
H 2.30856 -2.57786 0.08154 -0.028 0.052 -0.013
H 3.14836 1.73046 -3.86663 -0.008 0.003 -0.018
H 1.76431 3.05152 -2.46333 0.031 -0.021 -0.041
H -3.16278 2.22795 3.02887 0.014 0.018 -0.028
H 0.98866 0.38118 -2.89333 -0.008 -0.071 0.091
```
Positions in Å, forces in eV/Å.

- orbital gap (alpha / beta) (eV) = 3.52 / 3.53
- total charge = -1
- energy above the lowest of the compared OMol25 structures with the same formula, charge and spin (kJ/mol) = 112.55



2.
Below is C25H20BF4P2S2Tc as an isolated structure, with properties calculated with ωB97M-V/def2-TZVPD.

Structure (XYZ):
```
55
Properties=species:S:1:pos:R:3:forces:R:3
Tc 0.03981 -0.45852 0.49167 0.017 -0.236 0.165
S 2.26481 -0.02025 -0.12472 0.080 0.146 -0.173
S -0.56415 0.24412 2.63880 -0.172 0.101 0.141
P -1.01279 1.93719 1.53298 0.216 -0.098 -0.183
P 1.38763 1.80734 -0.55255 -0.189 -0.123 0.119
F -1.39851 -1.71352 0.42040 -0.016 0.022 -0.021
F -3.48850 -2.57104 -0.90297 0.001 0.003 0.001
F -3.87800 -0.85504 0.57200 0.030 -0.039 -0.020
F -2.72259 -0.45775 -1.35713 -0.042 -0.025 -0.042
C 1.16381 4.53142 3.77035 0.024 0.021 0.018
C 3.43148 2.88256 1.01029 -0.004 0.006 0.010
C -3.25372 2.34572 -0.01736 -0.001 -0.007 0.025
C 2.30684 3.13520 0.23304 -0.074 -0.132 -0.076
C -1.05889 4.62747 2.09546 0.038 0.003 0.021
C -5.47613 2.45926 0.88436 -0.002 0.002 -0.008
C 2.44521 2.87841 -4.29961 0.006 0.006 -0.037
C 0.51859 5.73824 3.52602 0.020 -0.029 -0.001
C -3.62408 2.07738 2.36322 -0.007 0.007 -0.022
C 0.70536 3.36756 3.17874 -0.018 0.000 0.012
C 3.69103 5.24598 1.35834 -0.006 -0.026 0.011
C -2.76568 2.12779 1.26618 0.098 -0.014 0.006
C 2.45648 2.68185 -2.92994 -0.004 0.003 -0.002
C 1.32209 2.53209 -5.04196 0.008 -0.001 0.031
C 1.86596 4.44193 0.01954 0.016 0.022 -0.018
C -4.61701 2.51761 -0.20274 -0.017 0.004 -0.019
C 4.12680 3.94620 1.56774 0.014 0.020 0.001
C 1.33555 2.13115 -2.30897 0.016 0.037 0.111
C -0.20287 1.42714 0.05986 0.117 0.315 0.084
C 2.55767 5.49422 0.59171 -0.023 0.020 -0.009
C -0.58632 5.78834 2.68860 -0.040 0.002 -0.010
C -4.98309 2.23915 2.16559 0.007 0.000 0.028
C 0.20759 1.98696 -4.41968 -0.020 -0.011 -0.008
C -0.40793 3.41954 2.34329 -0.051 -0.096 -0.069
C 0.20944 1.78085 -3.04905 0.005 -0.032 -0.024
B -3.28411 -1.33199 -0.51194 -0.009 0.088 -0.013
H 2.22022 6.50958 0.43168 0.006 -0.003 -0.001
H -2.57508 2.36211 -0.86035 -0.003 -0.014 -0.012
H -5.00749 2.68478 -1.19758 -0.004 -0.003 0.007
H 2.02053 4.49529 4.43001 -0.005 0.013 0.001
H -0.65156 1.34521 -2.55694 -0.011 0.011 -0.004
H 5.01263 3.75652 2.15909 -0.008 0.005 0.001
H 0.99825 4.63418 -0.60212 0.006 0.014 0.012
H -0.66427 1.71816 -5.00074 0.009 0.005 -0.004
H -1.09238 6.72768 2.50972 0.004 -0.005 -0.001
H 3.76838 1.86726 1.17296 0.000 0.000 -0.002
H 4.23739 6.07374 1.79153 -0.001 -0.006 -0.003
H -6.54094 2.58006 0.73495 0.006 0.002 -0.003
H 3.32802 2.95598 -2.34734 -0.002 0.004 -0.015
H 1.19160 2.42069 3.37883 0.017 0.011 -0.011
H 1.31704 2.68817 -6.11248 0.002 0.004 0.002
H -3.23394 1.90068 3.35909 -0.019 -0.009 0.002
H 3.31102 3.30240 -4.78990 -0.005 0.000 0.002
H -5.66025 2.18822 3.00720 0.001 -0.001 -0.004
H -1.93406 4.65687 1.45875 -0.012 0.016 0.005
H 0.87549 6.64370 3.99950 0.000 -0.005 -0.001
```
Positions in Å, forces in eV/Å.

- multiplicity = 4
- orbital gap (alpha / beta) (eV) = 7.16 / 7.82
- total charge = +1
- <S²> = 3.780
- energy above the lowest of the compared OMol25 structures with the same formula, charge and spin (kJ/mol) = 41.61



3.
Below is a 2-piece molecular cluster, C25H20Cl3NO4S overall at a distorted geometry, with properties calculated with ωB97M-V/def2-TZVPD.

Structure (XYZ):
```
54
Properties=species:S:1:pos:R:3:forces:R:3
Cl 1.41127 -6.04530 -4.34853 0.037 -0.188 0.111
Cl 1.11937 -7.33157 -1.75163 0.349 -0.442 -0.192
Cl 0.00593 -8.58733 -4.13211 0.221 0.116 0.097
S 2.39171 0.41450 0.20095 -0.669 1.981 1.714
O -2.82415 1.88946 -0.28464 1.249 4.886 -7.108
O -4.37597 -2.79079 2.23040 8.076 1.174 -1.431
O -1.68596 3.73754 -1.40644 0.716 -2.992 1.156
O 0.17139 2.18414 -1.51761 -3.300 7.403 4.070
N 1.08530 3.44459 1.30781 0.969 -2.683 -1.388
C -1.60318 -1.85909 -2.00509 -0.023 -3.444 3.593
C 0.40026 2.15947 1.69359 -3.311 -3.239 2.064
C 3.49481 4.65249 1.41414 2.271 -2.628 -1.173
C -0.80742 -3.27343 -2.30422 -1.851 0.888 3.049
C 0.84632 0.63362 1.30361 -1.879 0.612 1.524
C -0.33911 3.27313 -0.93523 1.653 -5.309 -3.077
C -2.30318 -2.92524 0.56645 1.076 -0.216 -2.566
C 3.37332 1.98267 0.54132 1.255 2.678 0.753
C -0.76647 -4.50333 -1.17933 -1.813 2.951 1.370
C -2.06470 -1.98929 3.20005 0.663 -0.054 -0.703
C 0.09527 -0.75199 1.76808 -1.631 4.147 1.410
C 5.01591 1.93904 0.27443 -1.417 3.898 1.528
C -3.55339 2.42934 -2.77954 0.852 1.782 0.528
C 5.14520 4.68230 1.16992 -2.433 -3.576 -1.049
C -2.65733 2.63322 -1.38202 -1.072 -3.645 4.095
C -1.27855 -0.60832 2.69775 2.419 2.953 -1.608
C 5.90833 3.32073 0.57085 -4.419 0.006 0.752
C -1.51291 -4.36418 0.30231 -0.261 4.139 -3.438
C -1.77002 0.92201 3.06050 2.136 -0.373 -1.443
C -3.07244 -2.59478 2.01435 -4.333 -0.589 0.610
C 1.32598 -7.59399 -3.49171 -0.011 -0.062 -0.144
C 0.37660 4.20145 0.20987 -0.128 0.974 -0.865
C -0.98626 2.30665 2.61675 1.808 -3.965 -1.386
C -2.34852 -1.71869 -0.55057 2.019 -3.166 -0.921
C 2.56796 3.30158 1.07964 4.820 0.890 -0.347
H 7.06500 3.36393 0.36979 -2.623 -0.243 0.451
H 3.01453 5.65462 1.84177 0.939 -2.568 -1.045
H -4.38920 3.27953 -2.72241 1.641 -2.076 -0.086
H 5.76295 5.67507 1.40227 -1.570 -2.519 -0.579
H 0.55187 -1.78977 1.43848 -1.116 2.420 0.739
H -0.42543 4.92599 0.69358 1.583 -1.651 -1.223
H -4.00312 1.35354 -2.87936 1.001 2.252 0.481
H 2.26665 -8.12753 -3.65024 -0.331 0.200 0.081
H -1.50422 -5.20014 1.12768 0.021 1.838 -1.963
H -2.86662 2.74381 -3.69766 -1.427 -0.932 2.055
H -2.61724 -1.85764 4.22603 0.887 -0.077 -2.253
H -1.37102 3.40111 2.89469 0.845 -2.851 -0.586
H -1.23781 -2.83727 3.34604 -1.694 1.916 -0.365
H 5.53743 0.94405 -0.12491 -1.413 2.491 1.016
H -2.89992 -0.71952 -0.29173 1.186 -2.127 -0.451
H -2.77532 1.00513 3.69656 2.509 -0.085 -1.553
H -0.18212 -5.51897 -1.35606 -1.543 2.808 0.132
H -1.65514 -0.94073 -2.75281 0.266 -2.345 1.696
H -0.27438 -3.35957 -3.36198 -1.198 -0.079 2.670
H 1.21771 4.83372 -0.35383 -2.002 -1.280 1.199
```
Positions in Å, forces in eV/Å.

- orbital gap (eV) = 7.36
- energy above the lowest of the compared OMol25 structures with the same formula, charge and spin (kJ/mol) = 1517.25
- SMILES = CC(=O)OC(=O)CN1c2ccccc2Sc2cc(CC(=O)c3ccccc3)ccc21.ClC(Cl)Cl



4.
Below is C25H20CoN4PSe as an isolated structure, with properties calculated with ωB97M-V/def2-TZVPD.

Structure (XYZ):
```
52
Properties=species:S:1:pos:R:3:forces:R:3
Se 0.00868 -5.49038 1.77276 -0.031 0.042 0.084
Co -1.19855 -1.09849 1.78969 -0.129 -0.238 -0.147
P 0.24968 -0.96914 0.11529 0.106 -0.140 0.001
N -0.68651 -2.73799 2.44651 -0.122 0.332 -0.034
N -2.47084 0.52192 1.30679 0.017 0.217 0.133
N -0.76986 -0.43365 -1.12183 0.005 0.179 0.000
N -2.68870 -0.56211 0.33988 0.147 0.008 0.010
C 0.27202 -3.26849 -1.43577 -0.016 -0.017 0.018
C 2.69858 1.84096 1.72865 0.009 0.015 0.011
C 3.56806 2.12302 0.68611 -0.009 -0.003 0.007
C -4.69124 -0.60828 -0.95967 0.003 -0.047 0.118
C 2.23506 -2.86918 -0.08397 0.007 0.023 0.003
C 0.97656 -2.47157 -0.53543 0.034 0.047 0.021
C -1.19609 3.15548 1.85800 -0.004 -0.004 -0.029
C 0.39593 4.17156 -0.19575 0.007 0.031 0.015
C 1.59253 0.20663 0.35099 -0.019 -0.044 0.004
C 2.47827 0.48401 -0.69105 0.004 0.003 -0.004
C -0.49485 4.33018 2.04444 0.009 0.021 0.013
C 3.46021 1.44434 -0.52288 0.006 0.003 -0.012
C -1.96189 0.25123 -0.70892 0.036 -0.126 -0.138
C -4.07186 0.25408 -1.96509 0.193 0.090 -0.002
C 1.70929 0.88335 1.56079 -0.013 0.000 0.008
C -1.10092 2.48346 0.63537 0.063 0.082 0.016
C -0.40425 -3.85781 2.17285 0.112 -0.069 -0.085
C 0.30250 4.83401 1.02156 0.001 -0.023 -0.016
C 2.10469 -4.82161 -1.47639 0.005 0.019 0.001
C -2.81626 0.68616 -1.85493 -0.169 0.005 -0.008
C -4.04260 -0.94301 0.15071 -0.180 -0.112 -0.064
C -0.30851 2.99812 -0.39310 -0.044 -0.041 0.021
C 2.79410 -4.04366 -0.55660 0.019 -0.016 -0.010
C 0.84453 -4.43868 -1.90977 -0.011 0.011 -0.010
C -1.79193 1.23665 0.44393 0.018 -0.133 0.175
H 2.78042 -2.26134 0.62776 -0.001 -0.003 -0.001
H -4.45715 -1.54911 0.94410 -0.027 -0.009 -0.027
H 0.30041 -5.05397 -2.61302 -0.002 -0.007 -0.005
H -0.42280 -0.24772 -2.05262 -0.069 -0.070 -0.027
H -5.69950 -0.96091 -1.11804 -0.012 -0.010 0.017
H -1.82562 2.75691 2.64304 -0.004 -0.014 0.008
H 1.01408 4.57306 -0.98673 0.005 -0.003 -0.006
H -0.56935 4.86197 2.98294 -0.001 -0.004 0.008
H -0.71722 -2.97826 -1.76402 -0.009 0.009 -0.010
H -4.67511 0.56836 -2.80566 0.013 0.007 -0.023
H 1.02946 0.66476 2.37782 -0.001 -0.005 -0.009
H 2.41166 -0.06168 -1.62580 -0.001 -0.001 -0.003
H 3.76883 -4.35268 -0.20554 0.011 -0.002 0.002
H 0.85048 5.75404 1.17506 0.003 0.009 -0.005
H 4.15030 1.65712 -1.32802 0.006 0.004 -0.006
H 2.79082 2.36109 2.67236 0.004 0.009 0.005
H 2.54759 -5.73630 -1.84638 0.001 -0.009 -0.004
H -0.23453 2.47293 -1.33723 0.007 -0.010 -0.006
H -2.38044 1.37278 -2.56967 0.022 -0.010 -0.011
H 4.34185 2.86783 0.81649 0.004 0.005 0.002
```
Positions in Å, forces in eV/Å.

- multiplicity = 2
- orbital gap (alpha / beta) (eV) = 5.93 / 6.88
- total charge = +1
- <S²> = 1.075



Number 1 is which compound? C25H19N4O11Ti